Entry from OMol25: a cluster of 7 separate species, C10H35O7 in total (wB97M-V/def2-TZVPD).

```
52
C10H35O7 (wB97M-V/def2-TZVPD)
O -0.30098 0.11831 0.49773
H -0.78598 -0.48369 -0.03927
H 0.23002 -0.41969 0.98873
H 0.01402 0.89931 -0.02027
C 2.10502 -2.14769 -2.08527
O 1.22702 -2.88769 -2.86227
H 2.92002 -1.83769 -2.55627
H 2.46602 -2.78469 -1.22827
H 1.28402 -1.17669 -1.68127
H 1.58102 -2.79169 -3.80827
C 0.07602 -0.07169 4.04073
O 0.18402 1.00331 3.16373
H -0.46498 0.03731 4.94173
H 1.16602 -0.32269 4.48473
H 0.02702 -0.98169 3.41173
H -0.72998 1.34531 3.27573
C 3.15702 -1.23569 1.38973
O 1.80702 -1.54269 1.26973
H 3.39602 -2.06969 1.92273
H 3.38002 -0.33669 2.03173
H 3.62002 -1.16069 0.57073
H 1.70102 -2.41269 1.69773
C 2.59602 2.57131 0.54973
O 2.18702 1.36531 -0.10627
H 2.37102 3.43631 -0.10527
H 3.60702 2.57731 0.47773
H 2.18302 2.92131 1.56573
H 2.83502 1.04731 -0.74527
C -2.79798 2.37731 -0.74927
C -1.50598 2.94331 -1.34627
C -0.77298 3.92831 -0.41427
O -0.65898 1.89831 -1.61527
H -3.36998 3.28331 -0.55127
H -2.58998 1.78731 0.22573
H -3.33098 1.95331 -1.59827
H -1.76298 3.47331 -2.37227
H 0.06902 4.22431 -1.12627
H -0.54898 3.39231 0.53573
H -1.44298 4.84931 -0.30327
H -0.47098 1.53131 -2.58427
C -1.38498 -3.30569 -0.16327
C -1.96998 -2.38169 -1.20027
C -3.28398 -1.56269 -0.75327
O -1.09598 -1.35869 -1.64027
H -1.92898 -4.05869 0.36273
H -1.17598 -2.74169 0.76573
H -0.49898 -3.86769 -0.52427
H -2.20598 -3.10869 -2.00327
H -3.08098 -0.91269 0.14173
H -4.07298 -2.28669 -0.67027
H -3.66398 -0.93469 -1.38027
H -0.29198 -1.78069 -2.07827
```

Values from the calculation:
2S+1: 1
Gap between HOMO and LUMO in eV: 10.76
Lowest unoccupied orbital energy in eV: -2.3
Charge: +1
Energy above the lowest of the compared OMol25 structures with the same formula, charge and spin in eV: 6.582

=====

Entry from OMol25: the ion C6H10N with charge +1 (wB97M-V/def2-TZVPD).

```
17
C6H10N (wB97M-V/def2-TZVPD)
C 0.68076 -1.31508 -1.05348
C 0.24869 -2.53516 -0.81121
C -0.81928 1.44703 0.86920
C 0.55557 -0.34647 0.03962
C 1.19369 -0.64650 1.26599
C -0.80393 0.98188 -1.48116
N -0.35738 0.76547 -0.12859
H 0.82171 -0.92812 -2.13365
H 0.42075 -3.18195 0.02600
H -1.57787 2.15478 0.93635
H -0.20904 1.18602 1.74858
H 0.45255 -1.11430 2.05232
H 1.69882 0.23153 1.80022
H 1.96747 -1.50274 1.27175
H -1.14032 0.10505 -1.98756
H -0.05189 1.47257 -2.10605
H -1.60085 1.64445 -1.38920
```

Values from the calculation:
2S+1: 1
Gap between HOMO and LUMO (spin up / spin down) in eV: 7.64 / 7.67
Lowest unoccupied orbital energy (spin up / spin down) in eV: -5.7 / -5.1
Charge: +1
Energy above the lowest of the compared OMol25 structures with the same formula, charge and spin in eV: 4.670

=====

Entry from OMol25: a structure of composition C24H31BrFeN4Si2 (wB97M-V/def2-TZVPD).

```
63
C24H31BrFeN4Si2 (wB97M-V/def2-TZVPD)
Fe -0.45105 0.53077 0.04931
C -3.67154 0.25534 3.11257
Si -3.26863 0.07524 1.31665
C -4.61068 -0.90245 0.49786
C -3.18381 1.75870 0.51525
N -1.65536 -0.55102 1.06601
C -1.17408 -1.75945 1.39048
C -1.91676 -2.79047 2.04086
C -1.33254 -3.97825 2.37033
C 0.03913 -4.20788 2.07464
C 0.78749 -3.25380 1.45546
C 0.22723 -1.98827 1.06011
N 0.88296 -0.99548 0.43864
Si 2.57773 -1.12081 -0.00524
C 3.64488 -1.29410 1.51094
C 2.82832 -2.50907 -1.22121
C 3.18536 0.39783 -0.86708
H -4.63268 0.77505 3.22184
H -2.90502 0.83840 3.63614
H -3.75626 -0.71607 3.61379
H -5.57168 -0.41004 0.69332
H -4.67802 -1.92944 0.87355
H -4.47205 -0.94680 -0.58921
H -4.12554 2.30966 0.64066
H -2.99663 1.66633 -0.56330
H -2.39108 2.38489 0.95396
H -2.95959 -2.61376 2.29036
H -1.91337 -4.74502 2.87071
H 0.49966 -5.15158 2.35084
H 1.83058 -3.45594 1.26082
H 3.56617 -2.26598 2.00789
H 3.36757 -0.52325 2.24024
H 4.69557 -1.13548 1.23725
H 2.71256 -3.51347 -0.80648
H 3.83486 -2.42998 -1.64949
H 2.10456 -2.40187 -2.04029
H 3.21321 1.28025 -0.21388
H 2.60278 0.64655 -1.76351
H 4.21382 0.17281 -1.17881
Br 4.08827 5.90805 1.96683
C 2.95707 4.70477 1.04159
C 2.18516 3.80392 1.75135
C 1.37066 2.92157 1.06017
C 1.31472 2.89793 -0.33789
C 2.09534 3.83033 -1.02422
C 2.90885 4.72554 -0.33949
N 0.50690 1.92943 -0.94896
C 0.44807 1.77645 -2.27640
C -0.34031 0.72486 -2.79393
C -0.44523 0.43074 -4.16920
C -1.20241 -0.63566 -4.57540
C -1.87904 -1.42126 -3.62603
C -1.75468 -1.07552 -2.29979
N -1.00911 -0.04354 -1.88111
H 2.21131 3.80009 2.83427
H 0.76036 2.22382 1.62445
H 2.08197 3.86923 -2.10611
H 3.50481 5.44233 -0.88735
H 0.98066 2.42905 -2.95649
H 0.08125 1.05396 -4.88376
H -1.27527 -0.87707 -5.62822
H -2.48109 -2.27447 -3.91510
H -2.25630 -1.64663 -1.52116
```

Values from the calculation:
2S+1: 5
Gap between HOMO and LUMO (spin up / spin down) in eV: 6.33 / 6.80
Lowest unoccupied orbital energy (spin up / spin down) in eV: 0.4 / -1.2
Charge: 0
Energy above the lowest of the compared OMol25 structures with the same formula, charge and spin in eV: 0.168

=====

Entry from OMol25: a structure of composition C35H52CrP4Se (wB97M-V/def2-TZVPD).

```
93
C35H52CrP4Se (wB97M-V/def2-TZVPD)
Cr 0.42261 0.14992 -0.12255
P 0.14126 -1.03190 1.96871
P 0.65675 -1.84645 -1.38831
P -0.93277 1.96462 0.40166
H -1.24679 1.12215 -5.67407
C -0.86270 2.05167 -5.23449
C -0.13689 2.07986 -4.10613
H 0.16324 1.20489 -3.53748
C -1.52752 -1.79357 2.14035
C 1.19598 -2.46646 2.40810
C 0.20281 -0.04007 3.51701
C 0.29926 -1.60663 -3.15787
C 2.34571 -2.53760 -1.33258
C -0.35411 -3.30743 -0.95942
C -1.40947 2.92937 -1.06735
C -0.33370 3.22478 1.58661
C -2.55395 1.46280 1.08840
H -0.99042 2.96080 -5.85399
H 0.33149 3.01888 -3.81988
H -1.61193 -2.27173 3.12821
H -1.68248 -2.54681 1.36033
H -2.31930 -1.04304 2.04323
H 0.99914 -2.71403 3.46188
H 2.24844 -2.18886 2.29501
H 0.95448 -3.31746 1.75848
H 0.06671 -0.72633 4.36925
H -0.58068 0.73331 3.51941
H 1.18262 0.44391 3.60683
H 0.28570 -2.56767 -3.69796
H 1.05069 -0.93543 -3.59591
H -0.69136 -1.13844 -3.24728
H 2.39660 -3.52213 -1.81944
H 2.68530 -2.62877 -0.29331
H 3.02689 -1.86324 -1.86024
H -0.10546 -4.15874 -1.61076
H -1.41380 -3.06751 -1.11756
H -0.22513 -3.62437 0.08106
H -2.09753 3.74689 -0.80043
H -1.91093 2.27706 -1.79529
H -0.50591 3.34291 -1.53638
H -1.10289 3.99069 1.77343
H 0.56488 3.70766 1.18631
H -0.06129 2.74462 2.53381
H -3.22898 2.32974 1.16036
H -2.44160 1.02932 2.09174
H -3.01039 0.71782 0.41854
C -4.47795 -0.54489 -2.58954
C -3.54321 0.27474 -3.27328
C -3.98159 1.22003 -4.20672
C -5.36271 1.36898 -4.43286
C -6.27753 0.65131 -3.65620
C -5.86164 -0.31211 -2.72461
Se -3.74202 -2.12416 -1.84517
H -4.15906 -1.85238 -0.45344
H -2.46610 0.12331 -3.18009
H -3.21710 1.78919 -4.75468
H -5.72822 2.05837 -5.20167
H -7.34519 0.82553 -3.78138
H -6.57402 -0.92554 -2.16388
C 5.19890 -2.18673 2.78479
C 4.49162 -1.20266 3.45608
C 3.80337 -0.21122 2.73739
C 3.82664 -0.17629 1.33219
C 4.62110 -1.13649 0.68412
C 5.27558 -2.14830 1.39192
P 2.74949 0.95983 0.36145
C 3.00770 2.67258 0.98454
C 3.13784 3.73786 0.06974
C 3.37473 5.03747 0.51340
C 3.44301 5.31531 1.88126
C 3.26212 4.27989 2.80139
C 3.00471 2.98300 2.35599
C 3.64718 1.05278 -1.22889
C 5.02707 1.28374 -1.28278
C 5.67616 1.31581 -2.51288
C 4.95708 1.13030 -3.69050
C 3.57749 0.94398 -3.65345
C 2.91628 0.95273 -2.41954
H 5.71408 -2.95628 3.34381
H 4.43701 -1.18301 4.54333
H 3.26756 0.53143 3.30747
H 4.76708 -1.08031 -0.39014
H 5.82422 -2.88760 0.83541
H 3.12460 3.54008 -0.99934
H 3.48113 5.83888 -0.21365
H 3.66687 6.32105 2.23538
H 3.29120 4.46494 3.87740
H 2.80134 2.23514 3.11617
H 5.59129 1.41895 -0.36946
H 6.74577 1.49738 -2.55415
H 5.47449 1.11372 -4.64691
H 3.02152 0.80279 -4.57700
H 1.82327 0.90376 -2.37320
```

Values from the calculation:
2S+1: 4
Gap between HOMO and LUMO (spin up / spin down) in eV: 3.73 / 5.72
Lowest unoccupied orbital energy (spin up / spin down) in eV: -11.5 / -9.5
Charge: +3
Energy above the lowest of the compared OMol25 structures with the same formula, charge and spin in eV: 0.000

=====

Entry from OMol25: a structure of composition C4H12BrMnO2 (wB97M-V/def2-TZVPD).

```
20
C4H12BrMnO2 (wB97M-V/def2-TZVPD)
Mn -18.88461 22.20344 -22.10324
Br -19.53912 21.73139 -20.20783
C -23.64551 22.58862 -22.41404
C -22.82739 22.48195 -21.14183
O -21.90231 21.41857 -21.21949
H -22.92382 22.92686 -23.15758
H -24.47659 23.28232 -22.28682
H -24.02434 21.62768 -22.76215
H -23.59369 22.22929 -20.40899
H -22.38938 23.45003 -20.89881
H -21.23298 21.54008 -20.54212
C -18.38665 19.28663 -16.62822
C -18.43293 20.23147 -17.77869
O -18.86840 19.44825 -18.84457
H -18.12954 19.75430 -15.67781
H -17.62812 18.51911 -16.78196
H -19.31171 18.72713 -16.48924
H -17.43547 20.58578 -18.03879
H -19.07784 21.09454 -17.61348
H -18.88602 20.04517 -19.59622
```

Values from the calculation:
2S+1: 6
Gap between HOMO and LUMO (spin up / spin down) in eV: 6.00 / 5.66
Lowest unoccupied orbital energy (spin up / spin down) in eV: -7.1 / -7.5
Charge: +1
Energy above the lowest of the compared OMol25 structures with the same formula, charge and spin in eV: 4.060

=====

Entry from OMol25: a structure of composition C34H43N6OP2STi (wB97M-V/def2-TZVPD).

```
88
C34H43N6OP2STi (wB97M-V/def2-TZVPD)
Ti -0.09162 -0.10321 -0.12786
C -1.14493 2.00694 -5.43375
C -0.72405 2.91964 -4.47138
C -0.76299 2.58658 -3.12925
C -1.22291 1.33314 -2.71288
C -1.68354 0.44683 -3.67651
C -1.63403 0.77544 -5.02824
N -1.22191 1.01743 -1.32290
C -1.87619 1.96022 -0.50464
C -3.02010 2.67504 -0.86575
C -3.64283 3.50752 0.04533
C -3.11928 3.68302 1.32474
C -1.96259 3.02690 1.69142
C -1.34292 2.16626 0.78856
N -0.19985 1.40672 1.02573
N 0.48948 1.51778 2.16497
C 1.34294 0.50885 2.27793
C 2.19670 0.41586 3.41164
C 3.00697 -0.66278 3.55449
C 2.99925 -1.68766 2.56820
C 2.16679 -1.56908 1.50850
N 1.31978 -0.50138 1.32511
H -1.10997 2.26296 -6.48482
H -0.35696 3.89398 -4.77207
H -0.42730 3.29353 -2.37880
H -2.12567 -0.49391 -3.37581
H -2.00428 0.06937 -5.76144
H -3.42108 2.56034 -1.86582
H -4.54930 4.02886 -0.23784
H -3.62150 4.33528 2.02836
H -1.51966 3.15795 2.67044
H 2.15469 1.21272 4.14101
H 3.65210 -0.75692 4.41935
H 3.62868 -2.56145 2.66585
H 2.11969 -2.34417 0.75406
C 3.62730 0.26449 -0.90208
P 1.97307 0.16909 -1.67444
C 2.23114 1.31909 -3.06885
C 2.07819 -1.46801 -2.55925
C 0.69326 -2.08574 -2.79371
P -0.13460 -2.45240 -1.18485
C 0.56846 -4.08830 -0.76460
C -1.81153 -2.94031 -1.72240
H 4.39459 0.00224 -1.63076
H 3.70738 -0.39640 -0.04228
H 3.79434 1.28618 -0.55877
H 3.20878 1.11482 -3.50350
H 2.20110 2.34970 -2.71587
H 1.45555 1.19460 -3.82310
H 2.70188 -2.14200 -1.96413
H 2.58494 -1.31065 -3.51226
H 0.76871 -2.99417 -3.39600
H 0.06030 -1.37516 -3.32438
H 0.22965 -4.82170 -1.49522
H 0.23519 -4.39633 0.22790
H 1.65824 -4.05577 -0.76671
H -1.74333 -3.66794 -2.53067
H -2.37615 -2.06962 -2.04320
H -2.34206 -3.37923 -0.87842
C -4.61915 -3.28995 6.47626
C -4.52889 -3.05083 4.97080
C -3.48710 -1.98794 4.65002
N -3.29147 -1.81564 3.20072
C -2.16166 -1.66339 2.52688
S -2.25877 -0.92660 0.99655
N -0.96939 -2.06681 3.06083
C -0.62134 -3.18459 3.85330
O 0.36113 -3.11660 4.54097
C -1.40705 -4.43832 3.68067
C -2.00065 -4.77967 2.46690
C -2.65888 -5.99299 2.33680
C -2.73937 -6.85929 3.41883
C -2.12954 -6.53036 4.62436
C -1.44929 -5.32998 4.74921
H -5.34034 -4.07575 6.69702
H -4.93354 -2.38588 7.00262
H -3.64969 -3.59909 6.87300
H -5.50082 -2.72740 4.58639
H -4.26251 -3.97877 4.46378
H -2.54137 -2.23527 5.11660
H -3.81149 -1.02540 5.05197
H -4.10456 -1.49702 2.69261
H -0.18846 -1.45419 2.86530
H -1.92879 -4.11073 1.61640
H -3.11742 -6.25810 1.39196
H -3.27296 -7.79698 3.31910
H -2.18350 -7.20971 5.46591
H -0.94336 -5.06041 5.66878
```

Values from the calculation:
2S+1: 1
Gap between HOMO and LUMO (spin up / spin down) in eV: 6.47 / 6.54
Lowest unoccupied orbital energy (spin up / spin down) in eV: -2.8 / -2.8
Charge: +1
Energy above the lowest of the compared OMol25 structures with the same formula, charge and spin in eV: 0.852

=====

Repeat the first record exactly.
Entry from OMol25: a cluster of 7 separate species, C10H35O7 in total (wB97M-V/def2-TZVPD).

```
52
C10H35O7 (wB97M-V/def2-TZVPD)
O -0.30098 0.11831 0.49773
H -0.78598 -0.48369 -0.03927
H 0.23002 -0.41969 0.98873
H 0.01402 0.89931 -0.02027
C 2.10502 -2.14769 -2.08527
O 1.22702 -2.88769 -2.86227
H 2.92002 -1.83769 -2.55627
H 2.46602 -2.78469 -1.22827
H 1.28402 -1.17669 -1.68127
H 1.58102 -2.79169 -3.80827
C 0.07602 -0.07169 4.04073
O 0.18402 1.00331 3.16373
H -0.46498 0.03731 4.94173
H 1.16602 -0.32269 4.48473
H 0.02702 -0.98169 3.41173
H -0.72998 1.34531 3.27573
C 3.15702 -1.23569 1.38973
O 1.80702 -1.54269 1.26973
H 3.39602 -2.06969 1.92273
H 3.38002 -0.33669 2.03173
H 3.62002 -1.16069 0.57073
H 1.70102 -2.41269 1.69773
C 2.59602 2.57131 0.54973
O 2.18702 1.36531 -0.10627
H 2.37102 3.43631 -0.10527
H 3.60702 2.57731 0.47773
H 2.18302 2.92131 1.56573
H 2.83502 1.04731 -0.74527
C -2.79798 2.37731 -0.74927
C -1.50598 2.94331 -1.34627
C -0.77298 3.92831 -0.41427
O -0.65898 1.89831 -1.61527
H -3.36998 3.28331 -0.55127
H -2.58998 1.78731 0.22573
H -3.33098 1.95331 -1.59827
H -1.76298 3.47331 -2.37227
H 0.06902 4.22431 -1.12627
H -0.54898 3.39231 0.53573
H -1.44298 4.84931 -0.30327
H -0.47098 1.53131 -2.58427
C -1.38498 -3.30569 -0.16327
C -1.96998 -2.38169 -1.20027
C -3.28398 -1.56269 -0.75327
O -1.09598 -1.35869 -1.64027
H -1.92898 -4.05869 0.36273
H -1.17598 -2.74169 0.76573
H -0.49898 -3.86769 -0.52427
H -2.20598 -3.10869 -2.00327
H -3.08098 -0.91269 0.14173
H -4.07298 -2.28669 -0.67027
H -3.66398 -0.93469 -1.38027
H -0.29198 -1.78069 -2.07827
```

Values from the calculation:
2S+1: 1
Gap between HOMO and LUMO in eV: 10.76
Lowest unoccupied orbital energy in eV: -2.3
Charge: +1
Energy above the lowest of the compared OMol25 structures with the same formula, charge and spin in eV: 6.582

=====

> Number 2 is which compound?

C6H10N

=====

> The highest charge belongs to which entry?

C35H52CrP4Se

=====

> The lowest energy above the lowest of the compared OMol25 structures with the same formula, charge and spin belongs to which entry?

C35H52CrP4Se